1.
Computed, not measured: C4H6N2O in the gas phase at a distorted geometry, with the ωB97M-V functional and the def2-TZVPD basis.

Element x y z (Å)
O 2.39666 -0.12484 -0.66850
C 1.70110 0.20119 0.53256
C 0.18377 0.10555 0.22591
C -0.69157 1.18740 0.02766
C -1.92684 0.51358 -0.22436
N -1.71327 -0.73857 -0.05129
N -0.44726 -1.03936 0.24383
H 2.11231 -1.03680 -0.75945
H 1.83767 -0.53679 1.37954
H 1.96476 1.19218 0.93943
H -0.34201 2.27735 -0.20781
H -2.88575 1.04125 -0.48660
H -2.33527 -1.53925 -0.23556

## Properties
**SMILES string**: OCc1cc[nH]n1
**Charge**: 0
**HOMO-LUMO gap**: 10.2 eV
**Relative energy (zero: lowest compared OMol25 entry of this formula, charge and spin)**: 1.947 eV
**Electronic energy**: -340.723347 hartree

---

2.
Computed, not measured: a molecular structure, C20H33AsBrInN5S2, with the ωB97M-V functional and the def2-TZVPD basis.

Element x y z (Å)
In 0.08222 -1.04804 0.19208
S 2.13859 -0.97133 -1.01654
C 2.68762 -2.59168 -0.59070
C 3.96158 -2.89391 -1.15821
N 4.99256 -3.08784 -1.62714
C 2.04971 -3.50836 0.17605
S 0.49322 -3.34779 0.97171
C 2.66238 -4.77902 0.40252
N 3.11801 -5.81401 0.60573
N 0.58083 -0.32144 2.35900
C -0.22783 -0.94344 3.43681
C -1.68447 -1.07873 3.00970
C -2.37383 0.24068 2.62038
C -2.74468 0.33615 1.14767
N -1.54052 0.48025 0.29245
H 1.56541 -0.53844 2.49354
H 0.51982 0.69353 2.38801
H -0.13841 -0.35684 4.35379
H 0.19113 -1.93035 3.62592
H -2.23550 -1.57480 3.80875
H -1.73112 -1.78145 2.16360
H -1.74342 1.09927 2.87780
H -3.28337 0.37699 3.20476
H -3.39801 1.19209 0.96919
H -3.27562 -0.56013 0.82067
H -1.02682 1.33423 0.53096
H -1.82438 0.61277 -0.67786
C -3.94013 -5.00577 -1.01889
C -3.23422 -3.81418 -1.59132
C -3.44589 -3.37487 -2.89456
C -2.77177 -2.26666 -3.37733
C -1.88868 -1.63111 -2.52454
Br -0.92503 -0.11812 -3.12582
N -1.65378 -2.02743 -1.27821
C -2.32110 -3.09751 -0.83175
H -4.35987 -5.62590 -1.80824
H -4.75870 -4.69688 -0.36685
H -3.25656 -5.61843 -0.43222
H -4.13789 -3.90348 -3.53771
H -2.91716 -1.90692 -4.38474
H -2.08941 -3.41322 0.17880
C -0.47709 4.58870 0.04980
C 0.92480 4.24455 0.53479
As 1.42088 2.40978 0.04304
C 1.72223 2.58313 -1.89973
C 2.18938 3.93107 -2.43027
C 3.21534 2.26944 0.82826
C 4.30777 3.16010 0.25420
H -0.72654 5.62953 0.25638
H -1.23319 3.97234 0.54473
H -0.58141 4.43706 -1.02671
H 0.98572 4.30646 1.62380
H 1.66137 4.94307 0.13559
H 0.77028 2.31192 -2.36491
H 2.42486 1.78878 -2.16287
H 1.48830 4.72981 -2.18537
H 2.26740 3.89492 -3.51777
H 3.16563 4.21213 -2.03947
H 3.49745 1.21771 0.74469
H 3.06809 2.47759 1.89308
H 4.55507 2.87030 -0.76692
H 5.21880 3.07154 0.84712
H 4.01999 4.21222 0.25126

## Properties
**Charge**: +1
**HOMO-LUMO gap**: 7.9 eV
**Relative energy (zero: lowest compared OMol25 entry of this formula, charge and spin)**: 0.140 eV
**Electronic energy**: -6851.793245 hartree

---

3.
Computed, not measured: a molecular structure, C21H44AlBr3ClFKN2O17P3S2 at a distorted geometry, with the ωB97M-V functional and the def2-TZVPD basis.

Element x y z (Å)
C 2.36504 -2.43936 0.63229
C 2.44771 -1.15080 -0.12330
C 2.90501 0.30292 0.52042
C 4.16442 -0.13860 1.47472
C 5.03487 1.10334 2.09660
C 4.91097 1.17921 3.74663
C 6.33920 1.45041 4.51264
N 3.42333 1.01772 -0.74372
C 3.13664 2.49550 -0.58496
O 3.85668 3.25889 -1.41010
C 1.97366 2.83335 0.51928
C 2.65461 3.97772 1.47446
C 1.59090 5.06348 2.11363
C 0.46930 4.71513 3.28391
N 1.61621 6.40041 1.70241
P 0.60583 3.62269 -0.56613
O -0.74845 3.93310 0.21307
O 0.31763 2.73469 -2.07751
O 1.20752 5.20731 -1.09841
C 1.73690 1.30573 1.12610
Cl 1.55787 1.45684 2.98150
P 0.01678 0.71782 0.54322
P -0.69631 -1.04224 1.60876
O 0.19768 -1.51086 2.82394
O -2.33093 -0.65084 2.17983
O -0.90155 -2.37840 0.49267
H 2.04371 -3.42346 0.03994
H 2.52730 -2.57007 1.78782
H 2.19685 -1.22405 -1.28798
H 3.89173 -0.86021 2.35612
H 4.91355 -0.74887 0.77384
H 4.82311 2.14836 1.61352
H 6.18551 0.87190 1.88188
H 4.21081 2.10165 4.01204
H 4.39272 0.22832 4.21313
H 6.81325 0.43411 4.87434
H 7.03120 2.04959 3.75855
H 6.09122 2.16546 5.43521
H 2.85897 0.82468 -1.62506
H 3.37246 4.61598 0.76530
H 3.33744 3.57193 2.33368
H -0.11598 5.66395 3.63936
H -0.26741 3.92869 2.78894
H 1.07360 4.24867 4.17979
H 2.36241 6.55128 0.98887
H 1.03556 3.06720 -2.69759
H 2.19926 5.26300 -0.96004
H 0.16680 0.28019 -0.85142
H -2.50441 -1.11837 3.05044
H -0.31376 -2.11128 -0.29918
O -2.58039 0.27130 -0.89153
H -3.42843 0.64974 -1.03584
O 5.97150 -1.74493 4.05224
H 5.85322 -1.94786 4.99230
H 6.08999 -2.61311 3.63848
Al 0.57157 -4.01105 0.27858
C -1.94070 -1.03358 6.61133
Br -1.02159 0.33017 5.57235
Br -2.13695 -2.69287 5.61512
Br -1.09278 -1.32208 8.33817
H -2.95014 -0.65834 6.80951
O -3.91389 -3.11546 -0.27359
S -5.12844 -2.42772 -0.74837
O -4.81441 -1.01568 -1.03253
O -6.17190 -2.49963 0.29058
O -5.61350 -3.08050 -1.97813
K -3.97190 -4.59854 5.84903
O -3.40279 -5.63843 -2.15027
H -3.66930 -6.01903 -3.00056
H -3.94362 -4.83817 -2.07223
C -9.22295 -6.27092 -4.91575
C -9.07897 -5.34657 -3.70768
C -7.93978 -5.89051 -2.84718
S -6.83750 -6.74797 -3.96137
O -6.85710 -8.15816 -3.63408
O -5.60385 -5.99718 -4.08332
C -7.81011 -6.49644 -5.43323
H -9.86810 -5.83647 -5.68494
H -9.66450 -7.22415 -4.60136
H -8.83163 -4.33447 -4.05030
H -10.00949 -5.28087 -3.13521
H -7.39563 -5.08654 -2.34515
H -8.30410 -6.61099 -2.10972
H -7.72635 -7.36442 -6.08941
H -7.42846 -5.60392 -5.93801
F -1.20949 2.48891 1.92859
C 5.54001 6.40244 -5.15667
C 4.12976 5.87614 -5.13934
O 3.40457 5.96035 -6.12915
C 3.64120 5.24280 -3.86409
H 5.75509 6.83158 -6.14099
H 5.65400 7.18444 -4.40173
H 6.24320 5.58702 -4.96927
H 3.67061 5.97317 -3.05161
H 4.25981 4.37575 -3.61914
H 2.60682 4.90886 -3.99795

## Properties
**Charge**: 0
**HOMO-LUMO gap**: 3.6 eV
**Electronic energy**: -13159.382689 hartree

---

4.
Computed, not measured: a molecular structure, H4N2O2 at a distorted geometry, with the ωB97M-V functional and the def2-TZVPD basis.

Element x y z (Å)
N -0.92517 -0.57003 -0.37536
N 0.75007 -0.17712 0.12880
O -1.46839 0.59360 -0.16869
O 0.89017 1.14074 -0.18713
H -0.08731 1.36069 -0.49905
H 0.70079 -0.35745 1.15927
H -1.23325 -1.22972 0.37172
H 1.37308 -0.76071 -0.42956

## Properties
**Charge**: 0
**HOMO-LUMO gap**: 8.8 eV
**Relative energy (zero: lowest compared OMol25 entry of this formula, charge and spin)**: 1.636 eV
**Electronic energy**: -262.198334 hartree

---

5.
Computed, not measured: a gas-phase ion, C7H14N3O4S (charge +1) at a distorted geometry, with the ωB97M-V functional and the def2-TZVPD basis.

Element x y z (Å)
C -0.82368 3.01389 -1.67644
C -1.21096 2.05555 -0.47208
N -2.17750 0.98526 -0.72619
C -0.01877 1.66941 0.32718
N 0.32592 0.54270 0.94811
C 1.42728 0.37532 1.79163
C 1.52480 -0.91809 2.19759
N 0.54679 -1.64007 1.68073
C 0.27612 -3.04192 1.70199
C -0.27651 -0.81207 0.85072
O -0.33197 -1.30598 -0.44762
S 0.99805 -0.88189 -1.41259
O 0.73799 0.37759 -2.02788
O 2.15456 -1.05723 -0.57433
O 1.07813 -2.11277 -2.37294
H -1.72501 2.96850 -2.38087
H 0.14876 2.58072 -2.16636
H -0.73845 3.92657 -1.22869
H -1.82683 2.61916 0.18683
H -3.09312 1.10812 -1.10315
H -1.65159 0.35497 -1.29985
H 0.53103 2.54093 0.34619
H 1.97997 1.15782 2.13127
H 2.32008 -1.19669 2.80736
H 0.40888 -3.65996 0.82469
H 1.05493 -3.54627 2.36507
H -0.72210 -3.05886 1.90025
H -1.44062 -0.77338 1.00080
H 0.52380 -2.27131 -3.17140

## Properties
**SMILES string**: C[C@@H](N)/C=[N+]1/C=CN(C)[C@@H]1OS(=O)(=O)O
**Charge**: +1
**HOMO-LUMO gap (alpha / beta)**: 7.5 / 7.5 eV
**Relative energy (zero: lowest compared OMol25 entry of this formula, charge and spin)**: 1.672 eV
**Electronic energy**: -1138.173064 hartree

---

6.
Computed, not measured: a molecular structure, C5H6CoO4 at a distorted geometry, with the ωB97M-V functional and the def2-TZVPD basis.

Element x y z (Å)
O -1.04644 2.09918 -0.89912
C -0.10121 2.59636 -0.27176
C 1.26580 2.09306 -0.56413
O 1.33347 1.08653 -1.33018
Co -0.67820 0.86172 -2.34600
H -0.26327 3.21577 0.62220
H 2.12855 2.39281 0.04082
C -1.32066 -1.70240 2.03553
C -0.46763 -1.78811 1.02875
O -0.41153 -0.71405 0.12607
C 0.29978 -0.68558 -0.94885
O 0.85966 -1.79695 -1.27376
H -1.95369 -0.82670 2.18007
H 0.23582 -2.59605 0.84503
H -1.40828 -2.54330 2.72161
H 1.52783 -1.69227 -1.96630

## Properties
**Charge**: +3
**HOMO-LUMO gap (alpha / beta)**: 5.7 / 3.8 eV
**Spin multiplicity**: 5
**Relative energy (zero: lowest compared OMol25 entry of this formula, charge and spin)**: 1.795 eV
**Electronic energy**: -1876.308327 hartree